No. 1
This record from OMol25 describes 4 unconnected molecules or ions with the total composition C16H41N5O13P3S2 at a distorted geometry. The level of theory is ωB97M-V/def2-TZVPD.

Structure (XYZ):
```
80
Properties=species:S:1:pos:R:3:forces:R:3
N 4.537533 -1.845418 0.576979 -0.493 -0.102 0.351
C 4.571629 -0.685040 -0.152540 0.862 0.073 0.016
N 3.547732 0.132968 -0.331030 -1.214 -0.105 0.138
C 2.996896 0.317924 -1.707603 0.075 0.502 0.270
C 1.698441 -0.406643 -1.946527 0.141 -0.421 0.330
C 1.572734 -1.918749 -1.880166 0.504 -0.108 -0.681
C 1.983870 -2.835304 -3.067202 -0.384 0.856 0.456
S 2.967055 -2.143595 -4.404684 -0.705 0.505 -0.363
C 4.466184 -2.812689 -3.955574 -0.857 -0.257 0.218
N 5.603042 -2.319360 -4.173365 1.647 1.176 -0.306
N 6.531038 -3.215643 -3.644075 0.927 0.954 -0.545
C 5.852317 -4.156073 -3.165682 -0.470 -0.915 0.465
O 4.519181 -3.993254 -3.310983 -0.077 -0.568 0.193
N 5.753152 -0.350060 -0.614699 0.235 0.123 -0.874
S 6.120792 1.154183 -1.374043 -0.073 0.111 0.458
H 3.674205 -1.936209 1.093409 -0.218 -0.137 0.227
H 4.601368 -2.644884 -0.038755 0.447 -0.304 0.067
H 2.810226 -0.012068 0.344979 -0.342 0.059 -0.002
H 2.776721 1.357985 -1.820403 -0.058 0.757 0.004
H 3.768024 0.109377 -2.410682 0.603 -0.472 -0.549
H 1.324857 -0.043136 -2.880020 -0.270 0.255 -0.771
H 1.022021 -0.024656 -1.203805 -0.505 0.348 0.422
H 2.044854 -2.301688 -0.993695 0.321 -0.142 0.616
H 0.526890 -2.093882 -1.741931 -0.700 -0.237 0.218
H 2.513242 -3.675771 -2.689833 0.293 -0.661 0.211
H 1.106687 -3.234265 -3.527497 -0.632 -0.138 -0.379
H 6.187130 -5.031559 -2.674779 0.261 -0.613 0.337
H 6.513202 -0.981762 -0.444936 0.282 -0.210 0.164
H 6.727739 0.603352 -2.414870 0.120 -0.213 -0.466
C 1.024813 0.651941 3.404491 -0.005 -0.181 0.018
O -0.251909 0.886778 2.783777 0.100 -0.009 0.312
P -0.352535 2.005251 1.660380 -0.144 -0.076 0.153
O 0.726274 1.894962 0.680155 0.542 -0.030 -0.459
O -0.457757 3.402776 2.398641 0.136 -0.029 0.001
C 0.718921 4.044367 2.914096 0.023 0.038 0.021
O -1.782159 1.800928 1.091030 -0.320 -0.014 0.068
C -2.945424 1.815571 1.952634 -0.187 -0.016 0.020
H 1.266319 -0.404946 3.298066 -0.038 -0.044 0.013
H 1.807538 1.248601 2.936287 0.003 0.017 -0.017
H 0.965028 0.894620 4.463334 -0.079 0.041 -0.002
H 1.582734 3.837787 2.283130 -0.023 -0.023 -0.043
H 0.910268 3.711850 3.934166 -0.023 -0.030 -0.003
H 0.527864 5.112580 2.918591 -0.055 0.019 -0.008
H -2.704591 2.168392 2.952393 0.118 0.037 -0.007
H -3.344770 0.807031 2.014989 0.066 -0.057 -0.053
H -3.689847 2.467554 1.508551 0.033 0.045 -0.160
C -3.807730 5.474961 -2.028503 -0.006 0.031 0.025
O -4.863338 5.563416 -1.060473 0.101 0.031 -0.063
P -5.976144 4.427411 -0.991630 0.024 0.200 -0.122
O -5.459103 3.065572 -1.026825 0.179 -0.331 -0.033
O -7.017085 4.782439 -2.138138 -0.020 -0.025 -0.083
C -6.740578 4.412043 -3.495674 -0.016 -0.023 -0.012
O -6.755654 4.806824 0.304780 -0.176 0.245 0.160
C -7.289963 6.132990 0.496880 -0.019 -0.028 0.068
H -2.859703 5.580342 -1.507350 0.007 0.009 0.036
H -3.818639 4.517392 -2.547127 -0.012 -0.048 0.036
H -3.917624 6.286172 -2.746462 -0.026 0.011 0.007
H -6.187749 3.474149 -3.537025 0.002 -0.015 0.044
H -6.177681 5.202425 -3.992848 0.013 0.012 0.027
H -7.695030 4.286371 -3.997139 -0.047 0.019 0.018
H -7.251213 6.719132 -0.417598 0.018 -0.031 -0.055
H -6.714401 6.630356 1.273230 0.049 -0.025 0.006
H -8.323135 6.030054 0.814627 -0.020 -0.056 0.007
C -1.252800 -4.554441 4.104113 -0.050 -0.022 0.042
O -0.256744 -5.229531 3.313733 -0.050 0.116 0.009
P 0.770649 -4.400913 2.440002 -0.465 -0.318 -0.025
O 1.374421 -3.255128 3.108542 0.312 0.558 0.041
O 0.007835 -4.036732 1.087261 0.012 0.135 -0.054
C -0.899084 -2.922658 1.064751 -0.021 0.010 0.013
O 1.771673 -5.499398 1.966871 0.121 -0.195 -0.239
C 1.308076 -6.706987 1.324351 0.048 -0.070 0.034
H -1.186021 -4.928212 5.121409 0.033 -0.038 0.010
H -1.094564 -3.477120 4.113526 0.065 0.011 -0.005
H -2.236631 -4.781908 3.698389 0.017 -0.021 -0.035
H -0.562541 -2.128697 1.732144 0.032 -0.007 0.010
H -1.899567 -3.247477 1.348373 0.004 -0.024 0.017
H -0.927394 -2.546080 0.046037 -0.001 -0.033 -0.021
H 0.257014 -6.642168 1.055591 -0.029 0.062 0.011
H 1.459026 -7.540445 2.004490 0.008 0.019 0.052
H 1.901893 -6.854277 0.426994 0.044 0.037 -0.008
```
Forces are in eV/Å.

Computed properties:
Net charge: +1
Max |F| (eV/A): 2.0
DFT total energy (hartree): -3706.60191

***

No. 2
This record from OMol25 describes 2 unconnected molecules or ions with the total composition C2H3NO2S at a distorted geometry. The level of theory is ωB97M-V/def2-TZVPD.

Structure (XYZ):
```
9
Properties=species:S:1:pos:R:3:forces:R:3
C 2.224223 0.523990 -0.205215 0.390 -1.266 0.641
C 0.690947 -0.660871 0.594124 1.255 1.652 -5.032
N 0.962341 0.706223 0.321801 -0.518 -1.760 0.543
O 3.063840 1.188782 -0.654276 0.534 1.094 -0.734
O -0.644575 -1.296287 -1.054509 1.350 -0.088 2.246
S 2.254198 -1.314540 0.250990 -0.542 0.637 0.078
H -0.043808 -0.953728 1.194676 -2.793 -1.317 2.391
H 0.222805 1.300790 -0.009667 0.051 0.472 -0.172
H -0.845771 -0.666950 -1.750899 0.274 0.575 0.040
```
Forces are in eV/Å.

Computed properties:
ΔE to the lowest compared entry with this formula, charge and spin (kcal per mole): 90.0
Max |F| (eV/A): 5.4
DFT total energy (hartree): -681.31593

***

No. 3
This record from OMol25 describes 2 unconnected molecules or ions with the total composition CH2F2O2 at a distorted geometry. The level of theory is ωB97M-V/def2-TZVPD.

Structure (XYZ):
```
7
Properties=species:S:1:pos:R:3:forces:R:3
C 2.744711 0.168236 -0.140623 0.340 -5.035 1.568
O 2.030032 -0.795375 -0.178864 -1.114 1.865 -0.698
O 2.711592 1.395421 -0.459677 -1.111 3.209 -0.260
F 3.948837 -0.155272 0.378083 0.867 1.337 -0.221
F -0.840754 -0.872941 0.168763 -0.663 0.485 -0.395
H -0.332929 -1.381500 0.729738 0.611 -0.421 0.340
H 1.846320 1.893415 -0.385057 1.070 -1.440 -0.333
```
Forces are in eV/Å.

Computed properties:
ΔE to the lowest compared entry with this formula, charge and spin (kcal per mole): 18.5
Max |F| (eV/A): 5.3
DFT total energy (hartree): -389.51892
SMILES: O=C(O)F.F

***

No. 4
This record from OMol25 describes a gas-phase ion, C6H13O (charge -1) at a distorted geometry. The level of theory is ωB97M-V/def2-TZVPD.

Structure (XYZ):
```
20
Properties=species:S:1:pos:R:3:forces:R:3
C 0.610704 1.658377 1.954920 -0.553 -0.889 -0.712
O 1.307840 2.759654 2.162336 -0.130 0.236 0.329
C 1.310730 0.692780 0.929578 -0.161 0.550 -0.013
C 0.679890 -0.672243 0.767324 -0.447 -1.458 -0.144
C -0.749328 -0.726565 0.179123 -0.454 0.309 0.159
C -0.879511 -0.093011 -1.213202 0.574 0.367 -0.286
C -0.849571 -1.033859 -2.443916 -0.375 -0.229 0.898
H 0.283260 1.020926 2.835529 0.643 0.013 0.350
H -0.434788 1.758763 1.503525 0.138 0.561 -0.147
H 1.297734 1.264630 -0.003191 0.043 -0.104 -0.147
H 2.371782 0.641021 1.185634 -0.014 -0.240 0.242
H 0.609316 -1.174872 1.742283 0.064 0.228 0.112
H 1.258574 -1.404186 0.176590 0.352 0.455 -0.092
H -1.400380 -0.227679 0.901338 -0.077 0.177 -0.203
H -1.139359 -1.751049 0.122732 0.299 -0.122 0.131
H -1.717121 0.597699 -1.291491 -0.224 -0.105 0.153
H -0.001455 0.543601 -1.310530 -0.073 0.230 -0.043
H -1.790285 -1.050556 -2.993109 -0.021 0.305 -0.167
H -0.735217 -2.071002 -2.115560 0.413 0.004 -0.091
H -0.032815 -0.732429 -3.089913 0.005 -0.288 -0.328
```
Forces are in eV/Å.

Computed properties:
ΔE to the lowest compared entry with this formula, charge and spin (kcal per mole): 12.0
Net charge: -1
Max |F| (eV/A): 1.5
DFT total energy (hartree): -311.61288
SMILES: CCCCCC[O-]

***

No. 5
This record from OMol25 describes a molecular structure, C21H25ClN4O2 at a distorted geometry. The level of theory is ωB97M-V/def2-TZVPD.

Structure (XYZ):
```
53
Properties=species:S:1:pos:R:3:forces:R:3
C 3.551193 -1.905713 -1.049225 -0.094 7.100 -1.934
C 2.738439 -1.944038 -2.272777 12.902 -3.838 -2.989
C 3.224261 -2.283060 -3.517406 4.024 -1.172 -2.144
C 4.759962 -2.593114 -3.767870 -0.071 0.701 -3.165
C 5.517109 -2.845696 -4.941139 -6.683 -2.361 -4.894
C 6.821573 -3.225753 -4.698478 -2.259 1.243 4.438
C 6.998868 -3.064007 -3.326286 -8.912 0.126 -6.135
O 5.725853 -2.474692 -2.921421 2.769 -1.103 5.198
H 7.774227 -2.818231 -2.859217 6.005 1.777 4.500
H 7.518389 -3.411584 -5.371512 2.982 -1.165 -2.873
H 4.738453 -3.201719 -6.099978 2.908 1.347 3.600
H 2.756389 -2.430180 -4.608388 0.288 0.696 3.126
C 1.551005 -1.660276 -2.270955 -18.996 0.850 -3.559
N 0.738382 -1.482984 -1.276604 6.698 0.175 1.176
N -0.455185 -1.113995 -1.202869 -3.431 0.427 2.664
C -1.447647 -1.356351 -2.070435 -3.412 4.531 13.139
O -1.256399 -1.474386 -3.127545 1.559 -3.234 -16.261
C -2.797115 -0.977023 -1.423609 -1.254 1.289 1.334
N -2.837795 0.061678 -0.318994 2.020 -11.784 -0.143
C -3.926957 -0.154467 0.547819 0.226 13.689 -4.053
H -4.060088 -1.000824 0.772254 -2.224 -12.174 2.314
C -3.638608 0.594866 1.723887 0.247 4.432 3.250
N -3.379948 2.091113 1.364289 0.324 -4.022 0.346
C -3.257636 2.901357 2.523238 -4.811 6.922 -6.216
C -2.221683 2.989301 3.340516 6.042 -7.133 12.625
C -2.455484 1.997050 4.663278 7.842 3.406 -1.470
C -1.250013 1.638867 5.634104 -17.724 -3.188 -1.544
C -0.258209 2.152074 5.241927 13.887 1.207 3.168
C 0.213106 2.825956 4.267990 1.131 6.571 -6.446
C -0.853032 3.239245 3.448733 -0.503 3.774 -6.400
H -0.718380 3.986634 2.467963 0.979 -1.642 2.446
H 1.222068 3.450998 4.065623 -2.390 -2.294 1.018
Cl 1.089678 1.698283 6.444068 0.532 0.113 0.042
H -1.479938 0.993125 6.408738 0.010 -0.884 1.400
H -3.318029 1.553972 4.795167 -4.564 -2.133 0.828
H -3.254378 4.052139 2.025257 0.398 -2.038 0.221
H -4.181684 3.237788 2.963438 -0.882 -1.396 0.646
C -2.175801 1.918378 0.659148 2.202 7.131 -5.661
H -1.913932 3.162788 0.245813 -0.440 -3.068 1.177
C -2.449158 1.189445 -0.803705 0.298 5.409 6.876
H -1.533001 1.229437 -1.168441 3.804 -0.137 -2.632
H -3.261208 1.514086 -1.277739 -2.778 3.348 -2.931
H -1.139832 1.671122 1.048271 -1.573 -0.519 0.273
H -4.353856 0.772779 2.495225 -1.314 -1.060 0.330
H -2.746890 0.333611 2.223326 1.164 -1.094 0.642
H -4.792255 0.476440 0.173557 -0.252 -1.453 -0.265
H -3.461569 -0.461757 -2.105287 -0.209 -0.897 -1.339
H -3.248480 -1.809730 -0.951379 -0.623 -1.292 -0.238
H -0.858621 -0.857345 -0.296259 0.863 -0.284 0.181
H 0.867886 -2.016643 -3.398099 2.282 1.688 2.997
H 2.884283 -1.513728 -0.344070 -0.763 -0.403 1.832
H 4.060354 -2.729815 -0.887630 2.513 -3.734 1.197
H 4.231336 -0.925424 -1.186312 -0.739 -2.451 0.308
```
Forces are in eV/Å.

Computed properties:
Max |F| (eV/A): 19.3
DFT total energy (hartree): -1644.06669

***

No. 6
This record from OMol25 describes a molecular structure, C2H2AuFO at a distorted geometry. The level of theory is ωB97M-V/def2-TZVPD.

Structure (XYZ):
```
7
Properties=species:S:1:pos:R:3:forces:R:3
O -0.625096 0.307129 -1.324814 9.493 -8.583 3.085
C 0.159560 -0.144964 -0.556020 -4.984 2.037 -4.806
C 0.878200 -0.241644 0.555725 2.572 -3.761 4.416
H 1.883049 0.184863 0.572533 0.063 0.534 0.302
F 0.645458 -1.231662 1.423325 0.127 2.492 -2.065
Au -1.871112 1.570959 -1.435538 -7.190 7.175 -0.917
H -1.795231 2.339537 -0.019513 -0.081 0.106 -0.015
```
Forces are in eV/Å.

Computed properties:
ΔE to the lowest compared entry with this formula, charge and spin (kcal per mole): 47.1
Multiplicity: 3
Net charge: +2
Max |F| (eV/A): 13.2
DFT total energy (hartree): -387.11607